Record 1
# C6H9FN5O

A cluster of 2 separate species, C6H9FN5O in total at a distorted geometry (ωB97M-V with the def2-TZVPD basis set, OMol25).

Last column: Mulliken charge in e.
Element x y z (Å)
1 C -0.0140 -1.5958 0.5657  0.149
2 C -0.4873 1.2904 -0.0847  -0.378
3 C -3.5236 0.0950 -0.0517  0.594
4 C 0.7704 1.1408 0.2927  0.343
5 C 1.2968 -1.3058 0.0016  0.563
6 C 3.0285 0.3721 -0.4692  -1.231
7 N -0.8635 -2.0454 1.1300  -0.475
8 N -3.8472 1.1257 -0.5344  -0.211
9 N 1.6157 0.0947 -0.1032  0.047
10 N 2.1548 -2.1140 -0.4914  -0.565
11 N -3.3344 -1.0008 0.5269  -0.304
12 O 1.3039 2.2173 1.0061  -0.468
13 F -0.9768 0.2047 -0.9277  -0.357
14 H 3.6462 0.0705 0.2977  0.397
15 H 3.1431 0.0911 -1.5142  0.333
16 H 3.1316 1.4932 -0.6404  0.542
17 H -3.9950 1.8708 -1.2025  0.348
18 H -1.2622 2.0238 -0.0231  0.484
19 H 2.2771 -3.1147 -0.2339  0.277
20 H -2.2611 -1.3099 0.6923  0.367
21 H 2.2458 2.0359 1.0940  0.310
22 H -4.0488 -1.6397 0.6694  0.235

As for the frontier orbital gap: 8.63 eV. As for the charge: +1. The total energy comes out at -682.53108 a.u. As for the energy relative to the best compared isomer or geometry (same formula, charge and spin): 46.0 kcal per mole. The value obtained for the LUMO energy is -3.66 eV.

Record 2
# C6H9FO

The molecule C6H9FO at a distorted geometry (ωB97M-V with the def2-TZVPD basis set, OMol25).

Last column: Mulliken charge in e.
Element x y z (Å)
1 C 1.3773 -0.8923 -1.3395  -1.400
2 C 0.1020 -0.9305 -0.5015  0.512
3 C 0.3804 -0.9771 1.0225  -0.968
4 C -0.1797 0.1140 1.5385  0.518
5 F -0.4806 0.4102 2.7920  -0.304
6 C -0.5191 1.2028 0.5555  0.232
7 O -1.8037 1.7314 0.8115  -0.559
8 C -0.6493 0.3869 -0.7724  -1.102
9 H 1.9197 -1.8386 -1.2088  0.382
10 H 2.0770 -0.1137 -0.9742  0.312
11 H 1.1001 -0.7130 -2.4175  0.363
12 H -0.4776 -1.8162 -0.8065  0.397
13 H 0.5638 -1.9236 1.5365  0.391
14 H 0.2674 1.9615 0.6265  0.250
15 H -1.6430 2.2604 1.6470  0.336
16 H -0.2950 0.9054 -1.6549  0.354
17 H -1.7397 0.2321 -0.8545  0.285

As for the frontier orbital gap: 10.31 eV. The total energy comes out at -409.08588 a.u. As for the energy relative to the best compared isomer or geometry (same formula, charge and spin): 7.3 kcal per mole. The value obtained for the LUMO energy is 0.90 eV.

Record 3
# C6H9FO

A structure of composition C6H9FO at a distorted geometry (ωB97M-V with the def2-TZVPD basis set, OMol25).

Last column: Mulliken charge in e.
Element x y z (Å)
1 C -0.5707 -0.5182 2.3199  -0.804
2 C -0.0350 -0.4698 0.8620  0.563
3 C 1.2058 -0.6015 0.3378  -0.432
4 C 1.0523 0.5228 -1.6830  -0.526
5 C -0.4049 0.1308 -1.6158  0.066
6 C -0.9156 0.2535 -0.2242  -0.878
7 H 0.5051 -0.0343 2.9987  0.232
8 H -1.1735 -1.4156 2.7064  0.255
9 H -1.3537 0.3559 2.1561  0.254
10 H 2.0452 -0.5377 1.1083  0.225
11 H 1.0298 1.4574 -1.2198  0.326
12 H 1.6390 0.4142 -2.5614  0.354
13 H -1.1639 0.6197 -2.2377  0.357
14 H -1.0402 1.2900 -0.0151  0.436
15 H -2.1772 -0.0024 -0.3628  0.236
16 O 1.8573 -0.1805 -0.7870  -0.337
17 F -0.4999 -1.2844 -1.7823  -0.327

As for the frontier orbital gap: 9.29 eV. The total energy comes out at -408.96941 a.u. As for the energy relative to the best compared isomer or geometry (same formula, charge and spin): 80.4 kcal per mole. The value obtained for the LUMO energy is 0.77 eV.

Record 4
# C6H9FO

A cluster of 2 separate species, C6H9FO in total at a distorted geometry (ωB97M-V with the def2-TZVPD basis set, OMol25).

Last column: Mulliken charge in e.
Element x y z (Å)
1 C -1.2496 1.5593 0.5493  -1.535
2 C -0.8366 0.4566 -0.3231  0.186
3 C -0.6017 -0.8841 0.3049  0.170
4 C -0.3843 -0.8209 1.7729  -0.986
5 C 0.6442 -0.9468 -0.6428  0.033
6 C 0.4966 0.6411 -0.8958  0.166
7 H -2.3986 1.2505 0.8258  0.382
8 H -0.9107 1.7530 1.6054  0.362
9 H -1.5596 2.4158 -0.1876  0.331
10 H -1.4618 0.4522 -1.2059  0.462
11 H -1.2754 -1.7172 -0.1685  0.330
12 H 0.7804 -0.5779 1.9845  0.264
13 H -1.0165 0.2649 2.1692  0.126
14 H -0.8681 -1.9533 2.5729  0.270
15 H 0.5113 0.9509 -2.0471  0.307
16 O 1.0744 -1.9417 -1.2815  -0.561
17 F 1.2437 1.4070 0.0124  -0.308

As for the frontier orbital gap: 9.69 eV. The total energy comes out at -408.92979 a.u. As for the energy relative to the best compared isomer or geometry (same formula, charge and spin): 105.3 kcal per mole. The value obtained for the LUMO energy is 0.07 eV.

Record 5
# C6H9FS

The molecule C6H9FS at a distorted geometry (ωB97M-V with the def2-TZVPD basis set, OMol25).

Last column: Mulliken charge in e.
Element x y z (Å)
1 F -1.1912 2.2289 1.0043  -0.392
2 C -0.1171 1.2525 0.6758  -0.018
3 C -0.0451 -0.0537 1.4052  -0.499
4 C 0.8339 -1.0700 0.6315  -0.686
5 C -0.0464 -1.4633 -0.6237  0.142
6 S -0.0729 -2.9076 -1.2729  -0.282
7 C -0.6781 -0.2540 -1.2766  -0.444
8 C 0.0419 1.0379 -0.8089  -0.659
9 H 0.7242 1.7361 1.0203  0.308
10 H -1.1566 -0.4464 1.3082  0.269
11 H 0.3208 0.1481 2.4148  0.356
12 H 1.8270 -0.6189 0.2679  0.271
13 H 1.1705 -2.0115 1.0707  0.373
14 H -1.8302 0.0231 -1.0251  0.231
15 H -0.4578 -0.4253 -2.3725  0.332
16 H 1.1296 0.9847 -1.0135  0.348
17 H -0.4525 1.8394 -1.4055  0.350

As for the frontier orbital gap: 8.56 eV. The total energy comes out at -732.00998 a.u. As for the energy relative to the best compared isomer or geometry (same formula, charge and spin): 35.6 kcal per mole. The value obtained for the LUMO energy is -0.17 eV.

Record 6
# C6H9FSi

The molecule C6H9FSi at a distorted geometry (ωB97M-V with the def2-TZVPD basis set, OMol25).

Last column: Mulliken charge in e.
Element x y z (Å)
1 C 0.9014 1.8312 -1.7256  -0.751
2 C 0.3502 0.6407 -1.7533  -0.299
3 Si 0.2444 -0.4196 -0.0103  0.812
4 F 1.3583 -1.7162 -0.2832  -0.393
5 C -1.3955 -1.4504 0.1520  -0.374
6 C -1.4215 -2.6445 -0.3476  -0.624
7 C 0.9538 0.6827 1.4391  -0.379
8 C 0.1720 1.4946 2.1546  -0.549
9 H 0.8672 2.4302 -2.5478  0.307
10 H 1.4842 2.3238 -0.9194  0.217
11 H -0.0586 0.3544 -2.6464  0.430
12 H -2.1841 -1.1540 0.7696  0.361
13 H -2.3453 -3.2021 -0.2522  0.252
14 H -0.6504 -3.3330 -0.7407  0.239
15 H 2.0710 0.6104 1.7504  0.266
16 H 0.5049 2.2475 2.8467  0.263
17 H -0.8520 1.3043 2.1141  0.219

As for the frontier orbital gap: 10.87 eV. The total energy comes out at -623.32957 a.u. As for the energy relative to the best compared isomer or geometry (same formula, charge and spin): 40.0 kcal per mole. The value obtained for the LUMO energy is 0.86 eV.

Record 7
# C6H9IN2OS

The molecule C6H9IN2OS at a distorted geometry (ωB97M-V with the def2-TZVPD basis set, OMol25).

Last column: Mulliken charge in e.
Element x y z (Å)
1 C 0.3728 -0.8255 0.8284  -0.330
2 C 0.7589 -1.4354 -0.3239  -0.422
3 C -1.6010 -0.1047 -0.1276  0.144
4 C -0.1702 3.3704 1.3221  -0.730
5 C 0.0320 -1.2588 -1.5943  -0.476
6 C -1.4643 -1.1133 -1.2185  -0.675
7 N -0.6797 0.1248 0.7443  -0.361
8 N 1.7127 1.3077 1.1050  -0.733
9 O 0.2676 2.1529 -0.8129  -0.577
10 S 0.4390 1.9872 0.5852  1.075
11 I -3.3281 1.1541 -0.1115  0.111
12 H 0.8152 -0.7570 1.8471  0.426
13 H -1.0983 3.6845 0.8182  0.251
14 H -0.1239 3.4367 2.3892  0.292
15 H 0.1776 -0.2793 -2.0421  0.217
16 H 0.0866 -1.9923 -2.4641  0.367
17 H -2.1083 -1.9852 -0.7112  0.298
18 H -2.1040 -0.9070 -2.1097  0.447
19 H 1.6042 -2.0392 -0.3081  0.443
20 H 1.8658 1.4695 2.0250  0.233

As for the frontier orbital gap: 7.71 eV. The total energy comes out at -1114.45200 a.u. As for the energy relative to the best compared isomer or geometry (same formula, charge and spin): 12.6 kcal per mole. The value obtained for the LUMO energy is -0.52 eV.

Record 8
# C6H9IN3OP

The molecule C6H9IN3OP at a distorted geometry (ωB97M-V with the def2-TZVPD basis set, OMol25).

Last column: Mulliken charge in e.
Element x y z (Å)
1 C 2.8586 -0.1261 0.8921  -0.836
2 P 1.7298 -0.6293 -0.5789  0.188
3 O 0.9624 -2.1173 -0.0656  -0.476
4 C 0.4096 0.6989 -0.9128  0.063
5 C 1.0253 2.1992 -0.9361  -0.045
6 N 1.4158 3.3427 -1.0309  -0.447
7 C -0.9065 0.6088 0.0163  -0.139
8 I -0.5146 0.4189 2.1530  0.188
9 C -1.7217 1.9994 -0.2221  0.159
10 N -2.2047 3.1164 -0.2346  -0.485
11 C -1.9409 -0.5892 -0.4069  -0.378
12 N -2.2376 -1.4087 0.8093  -0.530
13 H 3.9775 -0.2258 0.6152  0.340
14 H 2.6185 0.9794 1.1445  0.275
15 H 2.5476 -0.7924 1.7737  0.238
16 H 1.5492 -2.8035 -0.4813  0.337
17 H 0.0469 0.5216 -2.0035  0.442
18 H -1.4887 -1.1747 -1.2807  0.252
19 H -2.9291 -0.0979 -0.7412  0.402
20 H -3.2790 -1.4775 0.8514  0.238
21 H -1.9264 -2.3737 0.6148  0.212

As for the frontier orbital gap: 8.75 eV. The total energy comes out at -1112.46096 a.u. The value obtained for the LUMO energy is -0.23 eV.

Record 9
# C6H9IO3Si

A cluster of 2 separate species, C6H9IO3Si in total (ωB97M-V with the def2-TZVPD basis set, OMol25).

Last column: Mulliken charge in e.
Element x y z (Å)
1 O 1.2878 0.4890 2.6838  -0.647
2 Si 1.4842 -0.0688 1.2841  0.591
3 O 2.7541 -0.9702 0.8502  -0.526
4 C 0.3498 0.0002 -0.1948  0.351
5 C -0.6977 0.8400 -0.2103  -0.324
6 C -1.6696 0.8565 -1.3467  -0.653
7 C -0.9815 0.5061 -2.6653  -0.712
8 C -0.0736 -0.6759 -2.4884  -0.440
9 C 0.5515 -0.8931 -1.3348  -0.412
10 H 3.4625 -1.2100 1.4454  0.360
11 H -0.8965 1.4917 0.6275  0.408
12 H -2.4520 0.1173 -1.1308  0.258
13 H -2.1566 1.8300 -1.4202  0.325
14 H -0.3784 1.3577 -3.0059  0.266
15 H -1.7277 0.3078 -3.4361  0.336
16 H 0.0966 -1.3106 -3.3463  0.384
17 H 1.2312 -1.7227 -1.2123  0.383
18 O 0.3443 -0.0758 5.4022  -0.658
19 I -1.2706 -1.0755 4.9401  0.175
20 H 0.7422 0.2064 4.5588  0.536

As for the frontier orbital gap: 8.76 eV. The total energy comes out at -1046.95573 a.u. As for the energy relative to the best compared isomer or geometry (same formula, charge and spin): 0.0 kcal per mole. The value obtained for the LUMO energy is -0.02 eV.

Record 10
# C6H9MnO6

A structure of composition C6H9MnO6 (ωB97M-V with the def2-TZVPD basis set, OMol25).

Last column: Löwdin spin population.
Element x y z (Å)
1 Mn 1.0162 12.7823 -23.0256  4.722
2 C 4.7646 11.7122 -24.0000  0.003
3 C 3.3595 12.0873 -23.6193  0.015
4 O 2.5040 12.2552 -24.5290  0.038
5 O 3.0605 12.2235 -22.4012  0.039
6 H 5.2762 12.5391 -24.4902  0.001
7 H 4.7302 10.8773 -24.7024  0.001
8 H 5.3262 11.4124 -23.1167  0.001
9 C 0.1444 16.5216 -21.7425  0.003
10 C 0.5032 15.1359 -22.2356  0.016
11 O 0.4569 14.1601 -21.4296  0.038
12 O 0.8749 14.9883 -23.4272  0.036
13 H 1.0043 16.9613 -21.2378  0.000
14 H -0.6651 16.4702 -21.0121  0.001
15 H -0.1683 17.1485 -22.5739  0.001
16 C -1.7169 9.9095 -23.9174  0.003
17 C -0.7236 10.9766 -23.5671  0.013
18 O 0.0957 10.7760 -22.6280  0.036
19 O -0.7583 12.0692 -24.1995  0.036
20 H -1.4545 8.9699 -23.4307  0.001
21 H -1.7544 9.7754 -24.9965  0.001
22 H -2.6996 10.2130 -23.5568  0.000

As for the frontier orbital gap (spin up / spin down): 8.34 / 9.92 eV. The spin multiplicity is 6. As for the expectation value of S²: 8.752. As for the charge: -1. The total energy comes out at -1836.71974 a.u. As for the energy relative to the best compared isomer or geometry (same formula, charge and spin): 0.0 kcal per mole. The value obtained for the LUMO energy (spin up / spin down) is 3.59 / 3.59 eV.